# 1
Below is a cluster of 2 separate species, CH5NS in total, with properties calculated with ωB97M-V with the def2-TZVPD basis set.

Values from the calculation:
* 2S+1: 1
* SMILES: C=N.S

Last column: Löwdin charge in e.
Geometry (Å):
C (-1.3884, 0.0502, -0.9027)  -0.098
N (-0.1706, 0.1643, -0.6055)  -0.010
H (-1.9517, -0.8033, -0.5404)  0.066
H (-1.9285, 0.7361, -1.5545)  0.068
H (0.2579, 1.0043, -0.9856)  0.060
S (1.7889, -0.9492, 1.7588)  0.424
H (0.9948, -0.4068, 0.7695)  -0.266
H (2.3976, 0.2045, 2.0604)  -0.244



# 2
Below is an isolated molecule of C5H10N2O, with properties calculated with ωB97M-V with the def2-TZVPD basis set.

Values from the calculation:
* 2S+1: 1
* SMILES: [H]/N=C(/N=C)[C@H](C)OC

Last column: Löwdin charge in e.
Geometry (Å):
H (-0.4480, 1.4153, -1.7702)  0.053
N (-0.8156, 0.4881, -1.5608)  0.091
C (-0.1268, -0.1235, -0.6351)  -0.498
N (0.4795, -1.3819, -0.8579)  0.067
C (-0.1216, -2.3061, -1.4632)  -0.020
C (-0.3558, 0.1353, 0.8226)  -0.150
C (-1.7568, 0.3546, 1.2831)  -0.036
O (0.6465, 1.3625, 0.3042)  -0.187
C (2.0496, 1.1994, 0.3757)  -0.118
H (0.3420, -3.2843, -1.5278)  0.067
H (-1.1188, -2.1859, -1.8943)  0.080
H (0.2851, -0.4176, 1.5152)  0.133
H (-2.1821, -0.6095, 1.5737)  0.095
H (-1.7632, 1.0117, 2.1553)  0.086
H (-2.3756, 0.8065, 0.5127)  0.078
H (2.4606, 2.1970, 0.5265)  0.087
H (2.4448, 0.7924, -0.5599)  0.085
H (2.3562, 0.5460, 1.2001)  0.087



# 3
Below is an isolated molecule of CH5BO, with properties calculated with ωB97M-V with the def2-TZVPD basis set.

Values from the calculation:
* 2S+1: 1
* SMILES: BOC

Last column: Löwdin charge in e.
Geometry (Å):
B (1.3649, -0.3903, -0.0064)  -0.212
O (0.2184, -0.2942, 0.6157)  -0.110
C (-1.0597, 0.1936, 0.1054)  -0.053
H (1.6639, 0.6174, -0.7361)  0.066
H (1.8575, -1.4407, 0.2907)  0.044
H (-0.9256, 1.3614, 0.0294)  0.122
H (-1.9352, -0.0238, 0.6525)  0.065
H (-1.1841, -0.0234, -0.9512)  0.076



# 4
Below is a structure of composition C26H23N4O7STc, with properties calculated with ωB97M-V with the def2-TZVPD basis set.

Values from the calculation:
* <S²>: 3.771
* 2S+1: 4
* total charge: +1

Last column: Löwdin spin population.
Geometry (Å):
Tc (-1.7763, -0.5460, 0.6356)  2.498
O (-3.6123, -3.6845, -1.1825)  0.023
C (-3.0532, -2.9468, -0.4282)  0.010
O (-3.0687, -1.6132, -0.4724)  0.079
C (-2.2610, -3.4500, 0.7484)  0.013
C (-2.1537, -4.7452, 1.2014)  -0.003
C (-1.4530, -4.9671, 2.3830)  0.014
C (-0.9161, -3.8959, 3.1000)  -0.003
C (-1.0756, -2.6363, 2.5827)  0.013
N (-1.6932, -2.4590, 1.4189)  0.003
C (-0.6977, -1.3150, 3.1917)  0.009
O (-0.0337, -1.1866, 4.1706)  0.018
O (-1.2569, -0.3063, 2.4895)  0.043
H (-2.6297, -5.5402, 0.6414)  0.000
H (-1.3486, -5.9751, 2.7665)  0.001
H (-0.4207, -4.0230, 4.0542)  0.000
C (1.8923, 6.0590, 0.5813)  0.000
C (0.8416, 5.0276, 0.2620)  0.000
C (1.1865, 3.8014, -0.3003)  0.000
C (0.2265, 2.8356, -0.5651)  0.000
C (-1.0996, 3.1211, -0.2752)  0.002
C (-1.4804, 4.3465, 0.2696)  0.000
C (-0.5039, 5.2855, 0.5359)  0.000
S (-2.3646, 1.9367, -0.5044)  0.013
O (-3.4009, 2.4584, -1.3192)  0.007
O (-2.7322, 1.4155, 0.8481)  0.046
N (-1.6750, 0.5800, -1.0212)  0.056
C (-1.2029, 0.3212, -2.3401)  -0.002
C (-1.3248, 1.1843, -3.3920)  0.016
C (-0.7898, 0.8437, -4.6548)  -0.001
C (-0.1487, -0.3397, -4.8532)  0.015
C (-0.0079, -1.2479, -3.7794)  0.001
C (0.6568, -2.4906, -3.8922)  0.000
C (0.7841, -3.2892, -2.7975)  0.001
C (0.2317, -2.8582, -1.5745)  0.008
N (-0.4243, -1.7323, -1.4352)  0.066
C (-0.5413, -0.9183, -2.5203)  0.006
H (2.8425, 5.8242, 0.1029)  0.000
H (2.0588, 6.1073, 1.6597)  0.000
H (1.5792, 7.0527, 0.2573)  0.000
H (2.2237, 3.6043, -0.5516)  0.000
H (0.5046, 1.8927, -1.0180)  0.000
H (-2.5247, 4.5580, 0.4721)  0.000
H (-0.7881, 6.2435, 0.9579)  0.000
H (-1.8514, 2.1227, -3.2712)  0.001
H (-0.8969, 1.5448, -5.4726)  0.000
H (0.2552, -0.5981, -5.8242)  0.001
H (1.0691, -2.7865, -4.8504)  0.000
H (1.2949, -4.2411, -2.8504)  0.000
H (0.3542, -3.4660, -0.6822)  0.001
C (3.5416, 0.6812, 2.5735)  0.000
N (2.6534, -0.3845, 2.0884)  0.002
C (2.9010, -1.7627, 2.5055)  0.000
C (1.5996, -0.0706, 1.3508)  0.004
O (0.7500, -0.8785, 0.9430)  0.037
H (4.4257, 0.2246, 3.0080)  0.000
H (3.0563, 1.2835, 3.3418)  0.000
H (3.8594, 1.3256, 1.7548)  0.000
H (3.9639, -1.9756, 2.4143)  0.000
H (2.3445, -2.4349, 1.8577)  0.000
H (2.5837, -1.9177, 3.5367)  0.000
H (1.5274, 1.0006, 1.1233)  0.000



# 5
Below is a structure of composition C6H9N, with properties calculated with ωB97M-V with the def2-TZVPD basis set.

Values from the calculation:
* 2S+1: 1

Last column: Löwdin charge in e.
Geometry (Å):
C (1.8722, 1.6291, 1.8695)  -0.188
C (1.0565, 0.6266, 0.5740)  -0.180
C (-0.0815, -0.2356, -0.7469)  -0.148
C (1.0959, 0.3738, 2.0651)  -0.142
C (-0.2630, 0.5830, -1.9428)  -0.146
C (-0.9777, -1.4047, -0.3534)  -0.087
N (1.7190, 1.7581, 0.5724)  0.090
H (2.4075, 2.3842, 2.5126)  0.116
H (1.7594, -0.5018, 2.3626)  0.117
H (0.2411, 0.2372, 2.7973)  0.119
H (-0.8356, 1.4970, -1.7643)  0.079
H (0.7183, 0.8964, -2.3561)  0.082
H (-0.7620, -0.1596, -2.6517)  0.097
H (-0.6602, -2.2490, -0.8551)  0.043
H (-0.9804, -1.5396, 0.7369)  0.076
H (-1.9427, -1.0926, -0.7183)  0.071



# 6
Below is a structure of composition C22H42CeNP3SSe, with properties calculated with ωB97M-V with the def2-TZVPD basis set.

Values from the calculation:
* <S²>: 0.773
* 2S+1: 2
* total charge: +3

Last column: Löwdin spin population.
Geometry (Å):
Ce (1.0205, -0.0257, 0.9017)  0.072
P (0.9664, 1.9539, -1.2687)  0.000
P (-1.7662, 0.1730, -0.5818)  0.000
P (0.7282, -1.7588, -1.5969)  0.004
H (5.5813, -2.9570, 4.9937)  0.000
C (6.2983, -2.7840, 4.1752)  0.001
C (6.1870, -1.7754, 3.3016)  0.001
H (5.5385, -0.9202, 3.4431)  0.000
C (0.9424, 3.5773, -0.4582)  0.000
C (0.1243, 2.3562, -2.8346)  0.000
C (2.7051, 1.8214, -1.8453)  0.000
C (-2.9760, -0.9686, 0.2076)  0.001
C (-2.6447, 1.7526, -0.2750)  0.000
C (-2.2685, -0.0980, -2.3237)  0.000
C (2.2873, -2.7060, -1.5050)  -0.001
C (0.7964, -1.3007, -3.3760)  0.001
C (-0.4384, -3.1769, -1.7020)  0.004
H (7.1434, -3.4939, 4.1485)  0.000
H (6.8061, -1.7915, 2.3967)  0.000
H (1.2544, 3.5191, 0.5891)  0.000
H (-0.0614, 4.0090, -0.4618)  0.000
H (1.6288, 4.2099, -1.0262)  0.000
H (-0.9165, 2.6481, -2.6570)  0.000
H (0.1129, 1.4958, -3.5130)  0.000
H (0.6816, 3.1901, -3.2843)  0.000
H (3.3898, 1.5721, -1.0237)  0.000
H (2.9747, 2.8042, -2.2513)  0.000
H (2.8243, 1.0348, -2.6017)  0.000
H (-3.9654, -0.8643, -0.2597)  0.000
H (-3.0506, -0.7336, 1.2744)  0.000
H (-2.6251, -2.0056, 0.1336)  0.001
H (-3.6594, 1.6854, -0.6863)  0.000
H (-2.1332, 2.6136, -0.7170)  0.000
H (-2.7183, 1.9339, 0.7993)  0.000
H (-3.3400, 0.1155, -2.4045)  0.000
H (-2.0867, -1.1238, -2.6491)  0.000
H (-1.7381, 0.5607, -3.0118)  0.000
H (2.2255, -3.5612, -2.1783)  0.000
H (2.4153, -3.0866, -0.4910)  0.000
H (3.1482, -2.1052, -1.8021)  0.000
H (1.1129, -2.1781, -3.9536)  0.000
H (1.5249, -0.5015, -3.5508)  0.000
H (-0.1712, -0.9823, -3.7770)  0.000
H (-0.0086, -3.9450, -2.3566)  0.000
H (-1.4295, -2.9137, -2.0807)  0.000
H (-0.5719, -3.6051, -0.7045)  0.003
C (0.9410, -3.2945, 2.8591)  0.141
C (2.0166, -2.5976, 3.4256)  0.072
C (3.2101, -3.2517, 3.6591)  0.013
C (3.3387, -4.6342, 3.4622)  0.171
C (2.2083, -5.3599, 3.0578)  0.009
C (1.0144, -4.7006, 2.7509)  0.092
Se (-0.4601, -2.2372, 2.2470)  0.408
H (2.2517, -1.3161, 1.1070)  -0.007
H (1.9133, -1.5237, 3.5847)  0.001
H (4.0578, -2.6604, 3.9680)  -0.002
H (4.2794, -5.1791, 3.6068)  0.007
H (2.2950, -6.4471, 2.9679)  -0.002
H (0.1290, -5.2392, 2.4152)  0.002
S (0.5310, 2.0792, 2.8082)  0.005
C (-1.0521, 2.7064, 2.8429)  0.001
N (-1.3150, 4.0094, 2.4669)  0.000
C (-2.5853, 4.5215, 2.3690)  0.000
C (-3.6615, 3.7511, 2.7613)  0.000
C (-3.4374, 2.4289, 3.1858)  0.000
C (-2.1401, 1.9226, 3.2213)  0.001
H (-0.5197, 4.5664, 2.1645)  0.000
H (-2.6465, 5.5055, 1.9071)  0.000
H (-4.6661, 4.1793, 2.6963)  0.000
H (-4.2886, 1.7970, 3.4545)  0.000
H (-1.9254, 0.8959, 3.5052)  0.001



ΔE to the lowest compared entry with this formula, charge and spin, record by record: 0.302, 5.130, 1.947, 2.367, 6.665, 0.112 eV
Electronic energy, record by record: -13442.3916, -10370.1752, -3841.0884, -60657.2395, -7851.4950, -141933.7508 eV